Entry 1:
This record from the OMol25 dataset describes C6H8N2 in the gas phase in a non-equilibrium geometry. The level of theory is ωB97M-V with the def2-TZVPD basis set.

Structure (XYZ):
```
16
Properties=species:S:1:pos:R:3:forces:R:3
N -1.825 -0.744 -0.039 2.322 1.153 -1.313
N 2.120 0.258 -0.146 5.189 7.105 1.090
C 1.230 1.332 0.104 0.757 -3.589 -2.002
C -2.661 0.350 0.055 -4.116 2.792 -1.774
C -0.602 -0.273 -0.197 -0.107 -6.060 2.938
C -0.065 1.022 -0.019 -0.149 2.708 1.030
C 0.398 -1.337 0.131 0.734 1.307 -2.745
C 1.694 -0.907 -0.042 -2.765 -9.036 2.437
H 1.728 2.231 0.095 0.372 2.204 0.596
H -3.706 0.204 -0.635 2.463 0.282 2.307
H 3.184 0.285 0.180 -3.215 0.914 -1.209
H 2.450 -1.618 0.280 0.165 -0.337 -0.667
H 0.098 -2.419 0.181 0.425 1.479 0.198
H -2.147 1.295 -0.492 -2.050 -1.667 1.576
H -0.736 1.803 0.290 0.029 0.392 -0.333
H -2.894 0.499 1.196 -0.054 0.352 -2.130
```
Positions in Å, forces in eV/Å.

* charge: 0
* energy relative to the best compared isomer or geometry (same formula, charge and spin): 3.7633 eV
* SMILES: CN=c1cc[nH]cc1

Want to see where the charge sits? The Mulliken charges in e are: number 1, N, carries -0.559; number 2, N, carries -0.170; number 3, C, carries -0.823; number 4, C, carries -0.589; number 5, C, carries 0.942; number 6, C, carries -0.296; number 7, C, carries -0.605; number 8, C, carries -0.159; number 9, H, carries 0.449; number 10, H, carries 0.231; number 11, H, carries 0.318; number 12, H, carries 0.269; number 13, H, carries 0.330; number 14, H, carries 0.155; number 15, H, carries 0.280; number 16, H, carries 0.227

***

Entry 2:
This record from the OMol25 dataset describes a 10-piece molecular cluster, C42H52O22 overall in a non-equilibrium geometry. The level of theory is ωB97M-V with the def2-TZVPD basis set.

Structure (XYZ):
```
116
Properties=species:S:1:pos:R:3:forces:R:3
O 3.903 9.313 -0.243 -0.864 -3.374 -0.392
O 6.598 13.777 5.430 -5.546 0.749 -2.613
O 12.380 9.592 0.522 -2.072 -3.114 -0.302
O 6.667 2.540 2.618 0.737 3.017 -2.306
O 8.161 7.923 1.550 -0.502 -2.140 -0.822
O 4.335 12.866 4.342 -0.700 3.224 -0.127
O 6.172 9.689 9.189 -0.076 4.567 -2.767
O 11.038 5.041 3.627 0.926 0.994 -4.489
O 12.018 7.314 4.707 -0.090 -1.000 4.157
O 7.208 6.421 -0.445 0.322 -0.387 2.060
O 7.397 4.186 4.581 -0.393 -0.919 0.619
O 11.524 7.284 -0.779 0.223 -0.062 3.416
O 2.571 17.450 4.064 -0.172 -6.716 -0.090
O 4.125 9.247 4.587 -0.684 -1.309 -2.009
O 4.132 6.562 4.613 -1.796 -3.563 -2.055
O 5.058 18.348 4.602 -1.622 1.440 -0.052
O 8.460 14.087 2.046 0.394 0.237 -0.478
O 16.652 11.301 2.134 -0.050 0.548 -0.307
O 12.110 10.985 7.330 0.152 0.866 -0.360
O 8.983 9.406 3.729 0.217 -2.063 -0.592
O 8.877 15.051 6.118 -1.829 0.807 -0.309
O 3.740 6.607 -0.103 -0.094 -2.563 -7.204
C 14.493 11.666 3.116 -1.075 1.131 -2.609
C 11.468 6.067 2.761 -2.085 -1.311 -3.013
C 4.347 14.129 4.451 1.559 -3.726 0.713
C 6.014 10.852 7.014 -1.102 -6.412 2.293
C 11.621 7.229 0.502 0.084 2.287 -5.776
C 3.590 16.498 4.320 -6.058 -2.383 -1.382
C 3.986 9.403 2.263 -0.874 -5.511 -5.802
C 3.783 7.216 0.874 -0.483 -0.568 5.557
C 9.825 14.430 6.475 3.255 -0.906 -0.265
C 3.894 8.611 0.970 0.659 8.364 1.876
C 7.830 6.627 1.802 1.652 3.260 9.265
C 3.949 8.653 3.486 1.548 3.929 3.029
C 5.799 12.119 9.316 3.672 0.788 -5.201
C 7.813 6.015 3.271 0.106 3.160 -5.888
C 6.066 10.799 8.541 -1.096 -3.251 2.176
C 15.615 10.793 2.481 0.283 0.072 0.394
C 12.958 8.788 7.864 0.024 -0.379 0.647
C 7.396 4.672 3.465 0.607 0.878 0.337
C 8.755 10.580 3.705 -0.828 2.172 1.001
C 10.530 9.244 6.999 -0.934 -3.074 1.348
C 5.605 14.692 4.937 5.786 5.158 2.298
C 15.559 9.287 2.546 -5.435 0.719 -0.424
C 4.812 17.167 4.693 4.689 -1.831 0.006
C 3.306 15.039 4.201 -0.303 4.284 -0.777
C 11.366 6.122 1.232 -0.107 -3.078 8.964
C 8.074 15.177 1.670 -2.857 -1.161 1.032
C 11.989 8.427 1.199 2.416 3.695 7.481
C 7.033 3.872 2.299 -1.008 0.380 -4.634
C 8.779 16.393 2.122 2.053 2.660 1.408
C 11.801 7.241 3.561 1.887 3.813 -4.651
C 11.883 9.808 7.321 0.628 -2.092 0.981
C 3.669 6.504 2.081 1.332 0.752 8.793
C 3.900 7.230 3.488 -0.822 -5.243 -6.242
C 7.342 5.941 0.697 -0.992 -1.261 -4.267
C 5.932 16.287 4.969 0.346 -6.717 0.332
C 11.128 14.541 5.617 1.845 3.059 1.337
C 7.033 4.581 0.949 -1.189 -8.425 2.380
C 9.853 13.511 7.712 -3.580 -5.304 -4.674
C 12.135 8.458 2.733 -3.153 -6.226 -9.194
C 7.307 11.153 3.425 0.641 -3.574 4.581
C 9.885 11.509 4.141 1.297 2.349 -0.780
C 6.672 15.184 0.960 -1.315 -0.153 2.709
H 5.934 14.402 1.464 2.030 1.148 -1.289
H 10.364 12.459 7.415 -0.388 2.769 0.826
H 2.896 18.288 4.122 2.028 3.877 0.410
H 12.385 9.313 3.090 1.646 5.256 2.750
H 15.020 8.823 1.676 0.044 0.941 0.290
H 10.406 8.258 7.620 0.501 1.539 -1.015
H 8.263 17.089 2.995 0.677 -1.940 -2.562
H 11.143 14.724 4.511 -0.949 0.717 1.171
H 5.446 11.906 10.198 -0.767 -1.405 5.413
H 10.819 4.404 2.900 -0.244 -0.370 1.469
H 12.580 8.180 8.816 0.378 0.926 -2.478
H 3.855 5.537 4.311 1.343 3.746 1.592
H 14.754 12.766 2.951 -0.101 -1.593 0.482
H 8.723 13.057 7.846 2.479 1.713 -0.050
H 6.873 12.688 9.283 -2.984 -0.824 0.298
H 5.626 9.730 6.615 0.669 3.521 0.887
H 11.776 13.755 5.648 1.005 -3.326 0.534
H 6.976 11.662 4.495 0.499 -0.800 -3.508
H 6.692 10.229 3.160 0.481 0.991 1.080
H 12.036 15.225 6.194 -3.040 -0.896 -1.529
H 6.717 2.489 3.578 0.215 0.216 0.654
H 8.012 6.572 4.189 0.195 0.238 -0.685
H 9.050 17.109 1.204 -0.417 -1.514 2.154
H 4.917 12.644 8.933 0.770 0.469 -0.968
H 6.791 15.067 -0.068 0.229 -0.958 -1.813
H 3.688 8.616 -1.057 0.960 2.068 3.231
H 6.059 16.094 0.995 0.684 0.360 0.475
H 7.035 16.652 5.159 -2.640 -0.827 -0.207
H 10.311 11.321 5.170 -0.698 -0.265 -1.047
H 2.465 14.454 3.749 0.113 1.674 0.526
H 8.509 8.485 2.260 -0.090 -0.430 1.105
H 7.312 14.298 5.688 2.496 1.799 1.017
H 3.929 10.434 2.217 0.125 1.833 0.151
H 5.677 11.702 6.610 -2.721 2.936 -1.314
H 7.333 11.585 2.510 -0.040 2.926 -2.262
H 13.372 8.121 7.005 -0.896 0.955 1.699
H 13.407 11.578 2.680 2.082 -0.373 0.619
H 9.754 9.846 7.493 0.022 0.312 -0.987
H 9.712 15.950 2.698 -1.495 1.281 -1.526
H 6.852 3.805 0.022 0.253 2.483 2.366
H 14.459 11.399 4.143 -0.133 -0.004 1.097
H 10.335 8.828 5.972 0.209 1.183 0.757
H 11.942 9.389 -0.355 0.922 0.635 0.410
H 14.823 9.036 3.360 1.354 -0.308 -0.267
H 9.543 12.613 4.125 0.511 -1.709 -0.122
H 3.717 5.378 2.150 -0.176 1.398 -0.503
H 13.762 9.403 8.315 -0.167 -0.301 -0.676
H 16.447 8.812 2.456 3.052 -1.134 0.730
H 11.009 5.239 0.826 -0.529 -1.477 -1.177
H 6.957 10.934 6.651 3.640 -0.395 -0.817
H 10.814 11.442 3.403 -2.042 -0.030 1.367
H 10.193 13.905 8.571 1.344 1.408 2.902
```
Positions in Å, forces in eV/Å.

* charge: 0
* energy relative to the best compared isomer or geometry (same formula, charge and spin): 1.0836 eV
* SMILES: O=C1C=C(O)C(=O)C=C1O.O=C1C=C(O)C(=O)C=C1O.O=C1C=C(O)C(=O)C=C1O.O=C1C=C(O)C(=O)C=C1O.CC(C)=O.CC(C)=O.CC(C)=O.CC(C)=O.CC(C)=O.CC(C)=O

Mulliken atomic charge list, values in e, 99 entries: number 1, O, carries -0.630; number 2, O, carries 0.379; number 3, O, carries -0.558; number 4, O, carries -0.592; number 5, O, carries -0.440; number 6, O, carries -0.468; number 7, O, carries -0.625; number 8, O, carries -0.435; number 9, O, carries -0.586; number 10, O, carries -0.645; number 11, O, carries -0.695; number 12, O, carries -0.703; number 13, O, carries -0.490; number 14, O, carries -0.583; number 15, O, carries -0.516; number 16, O, carries -0.627; number 17, O, carries -0.468; number 18, O, carries -0.556; number 19, O, carries -0.534; number 20, O, carries -0.608; number 21, O, carries -0.572; number 22, O, carries -0.590; number 23, C, carries -0.780; number 24, C, carries 0.026; number 25, C, carries 0.511; number 26, C, carries 0.224; number 27, C, carries 0.727; number 28, C, carries 0.115; number 29, C, carries -1.218; number 30, C, carries 0.633; number 31, C, carries 0.647; number 32, C, carries 0.293; number 33, C, carries 0.686; number 34, C, carries 0.499; number 35, C, carries -1.010; number 36, C, carries -0.215; number 37, C, carries 0.483; number 38, C, carries 0.698; number 39, C, carries -1.183; number 40, C, carries 0.848; number 41, C, carries 0.323; number 42, C, carries -0.689; number 43, C, carries 0.636; number 44, C, carries -0.695; number 45, C, carries 0.756; number 46, C, carries -1.079; number 47, C, carries -0.770; number 48, C, carries 0.708; number 49, C, carries -0.435; number 50, C, carries -0.066; number 51, C, carries -0.667; number 52, C, carries 0.808; number 53, C, carries 0.969; number 54, C, carries -0.394; number 55, C, carries 0.646; number 56, C, carries 0.704; number 57, C, carries -0.548; number 58, C, carries -1.070; number 59, C, carries -0.745; number 60, C, carries -0.393; number 61, C, carries -1.261; number 62, C, carries 0.242; number 63, C, carries 0.391; number 64, C, carries -0.971; number 65, H, carries 0.093; number 66, H, carries -0.080; number 67, H, carries 0.321; number 68, H, carries 1.929; number 69, H, carries 0.088; number 70, H, carries 0.374; number 71, H, carries 0.159; number 72, H, carries 0.255; number 73, H, carries 0.485; number 74, H, carries 0.396; number 75, H, carries 0.309; number 76, H, carries 0.430; number 77, H, carries 0.320; number 78, H, carries -0.200; number 79, H, carries 0.099; number 80, H, carries 0.145; number 81, H, carries 0.354; number 82, H, carries -0.503; number 83, H, carries -0.233; number 84, H, carries 0.273; number 85, H, carries 0.392; number 86, H, carries 0.506; number 87, H, carries 0.324; number 88, H, carries 0.310; number 89, H, carries 0.451; number 90, H, carries 0.410; number 91, H, carries 0.306; number 92, H, carries 0.336; number 93, H, carries -0.279; number 94, H, carries 0.371; number 95, H, carries 0.290; number 96, H, carries 0.041; number 97, H, carries 0.841; number 98, H, carries 0.106; number 99, H, carries 0.669

***

Respective gap between HOMO and LUMO values: 7.899; 6.266 eV.